Model w:
Here is a structure of composition C4H8FN from the OMol25 dataset. Energies are from wB97M-V/def2-TZVPD.

Results
E_HOMO   -9.1 eV
HOMO-LUMO gap   10.15 eV
LUMO   1.085 eV

Structure (ORCA input):
```
! RIJCOSX wB97M-V def2-TZVPD def2/J DEFGRID3
* xyz 0 1
C -0.759 -1.364 -0.080
C 0.542 -0.949 0.487
C -0.956 0.118 -0.381
C 0.922 1.531 0.039
N 0.163 0.474 0.458
F -2.241 0.627 0.107
H -0.909 -2.149 -0.823
H -1.439 -1.814 0.651
H 0.723 -1.408 1.475
H 1.361 -0.967 -0.231
H -0.998 0.550 -1.355
H 0.392 2.414 -0.189
H 1.669 1.745 0.750
H 1.529 1.194 -0.908
*
```

Let us look at the Löwdin charges, expressed in e, one per atom: C -0.10; C -0.16; C -0.27; C -0.12; N -0.16; F -0.08; H 0.11; H 0.12; H 0.12; H 0.11; H 0.14; H 0.08; H 0.07; H 0.12

=====

Model x:
Here is an isolated molecule of C4H8FN from the OMol25 dataset. Energies are from wB97M-V/def2-TZVPD.

Results
E_HOMO   -9.1 eV
HOMO-LUMO gap   10.14 eV
SMILES   C[C@]1(F)C[C@H]1N
LUMO   1.079 eV

Structure (ORCA input):
```
! RIJCOSX wB97M-V def2-TZVPD def2/J DEFGRID3
* xyz 0 1
C -1.346 0.109 -1.220
C -0.468 -0.249 -0.065
F -0.636 -1.574 0.303
C -0.181 0.691 1.072
C 0.913 0.272 0.137
N 1.982 -0.555 0.639
H -2.421 0.001 -0.988
H -1.129 -0.522 -2.084
H -1.181 1.146 -1.535
H -0.583 1.714 1.042
H -0.184 0.259 2.074
H 1.294 0.999 -0.539
H 1.579 -1.206 1.292
H 2.361 -1.083 -0.126
*
```

Let us look at the Löwdin charges, expressed in e, one per atom: C -0.01; C -0.48; F 0.02; C -0.02; C -0.31; N 0.06; H 0.09; H 0.08; H 0.09; H 0.11; H 0.12; H 0.13; H 0.07; H 0.07

=====

Stability summary - winner: model x; margin: 20.7 kcal/mol.

=====

Model w:
Here is a cluster of 2 separate species, C3H10N3O2 in total from the OMol25 dataset. Energies are from wB97M-V/def2-TZVPD.

Results
E_HOMO   -2.7 eV
HOMO-LUMO gap   6.43 eV
LUMO   3.734 eV

Structure (ORCA input):
```
! RIJCOSX wB97M-V def2-TZVPD def2/J DEFGRID3
* xyz -1 1
C -0.155 -0.933 1.748
O -0.348 -1.916 2.614
C 0.925 0.061 2.181
N 1.154 1.151 1.172
H 0.034 -1.210 0.598
H -1.083 -0.302 1.597
H 0.689 0.450 3.155
H 1.817 -0.556 2.330
H 0.455 1.886 1.125
H 2.031 1.635 1.421
N -1.375 0.158 -1.084
C -0.476 0.365 -2.104
N 0.846 0.299 -1.693
O -0.825 0.618 -3.247
H -2.340 0.039 -1.355
H -1.102 -0.506 -0.347
H 1.607 0.211 -2.410
H 1.149 0.529 -0.763
*
```

Let us look at the Löwdin charges, expressed in e, one per atom: C -0.61; O -0.34; C -0.27; N -0.04; H 0.09; H 0.07; H 0.08; H 0.10; H 0.06; H 0.06; N 0.13; C -0.69; N 0.12; O -0.02; H 0.09; H 0.03; H 0.11; H 0.02

=====

Model x:
Here is a cluster of 2 separate species, C3H10N3O2 in total from the OMol25 dataset. Energies are from wB97M-V/def2-TZVPD.

Results
E_HOMO   -4.5 eV
HOMO-LUMO gap   8.73 eV
LUMO   4.271 eV

Structure (ORCA input):
```
! RIJCOSX wB97M-V def2-TZVPD def2/J DEFGRID3
* xyz -1 1
N 1.963 2.504 0.884
C 0.956 1.484 0.592
O 1.148 0.363 1.164
O 0.089 1.755 -0.276
H 1.529 3.411 0.671
H 2.118 2.468 1.905
C -0.242 -1.362 -1.040
C -1.351 -1.110 0.044
N -0.842 -1.546 1.333
N -0.302 -0.385 -2.132
H 0.725 -1.417 -0.526
H -0.443 -2.346 -1.518
H -1.470 -0.012 0.058
H -2.330 -1.548 -0.214
H -1.583 -1.453 2.056
H -0.147 -0.847 1.555
H -0.190 0.596 -1.728
H 0.371 -0.554 -2.829
*
```

Let us look at the Löwdin charges, expressed in e, one per atom: N 0.06; C -0.76; O -0.10; O -0.10; H 0.05; H 0.06; C -0.30; C -0.31; N -0.04; N -0.03; H 0.09; H 0.09; H 0.08; H 0.09; H 0.06; H 0.00; H 0.05; H 0.01

=====

Stability summary - winner: model x; margin: 33.4 kcal/mol.

=====

Model w:
Here is a cluster of 11 separate species, C24H60BO28 in total from the OMol25 dataset. Energies are from wB97M-V/def2-TZVPD.

Results
E_HOMO   -7.4 eV
HOMO-LUMO gap   9.41 eV
LUMO   1.996 eV

Structure (ORCA input):
```
! RIJCOSX wB97M-V def2-TZVPD def2/J DEFGRID3
* xyz -1 1
O -1.526 3.415 -20.291
C -0.356 3.406 -20.111
O 0.299 2.887 -19.082
B 1.729 3.039 -19.230
O 1.889 3.861 -20.445
C 0.710 4.084 -21.013
O 0.497 4.745 -21.976
O 2.540 1.796 -19.374
C 3.456 1.786 -18.444
O 4.309 0.962 -18.250
C 3.330 3.055 -17.563
O 2.278 3.713 -18.023
O 3.981 3.360 -16.606
C -1.486 0.075 -17.962
C -0.296 -0.364 -17.124
O -0.659 -1.098 -15.939
O -2.499 0.753 -17.286
H -1.794 -0.796 -18.552
H -1.023 0.719 -18.726
H 0.170 0.533 -16.711
H 0.342 -1.010 -17.732
H -1.044 -1.935 -16.222
H -2.088 1.341 -16.625
C 6.695 4.982 -13.176
C 6.096 5.009 -14.591
O 6.643 6.048 -15.366
O 6.127 5.955 -12.306
H 7.772 5.071 -13.315
H 6.509 4.004 -12.715
H 5.010 5.113 -14.447
H 6.262 4.059 -15.097
H 6.437 6.895 -14.956
H 5.195 5.730 -12.231
C 4.674 0.959 -14.267
C 5.064 1.491 -12.904
O 6.469 1.593 -12.714
O 5.158 -0.342 -14.531
H 5.050 1.676 -15.005
H 3.586 1.002 -14.390
H 4.648 0.929 -12.062
H 4.651 2.498 -12.813
H 6.830 0.700 -12.720
H 4.432 -0.961 -14.429
C 7.306 1.642 -17.024
C 8.349 1.602 -15.905
O 9.484 0.862 -16.350
O 6.803 0.311 -17.163
H 7.846 1.789 -17.968
H 6.587 2.438 -16.826
H 7.935 1.164 -14.997
H 8.661 2.623 -15.648
H 10.237 1.066 -15.794
H 5.861 0.384 -17.387
C 2.207 6.718 -24.232
C 1.757 5.673 -25.234
O 1.207 6.293 -26.413
O 3.408 7.410 -24.623
H 2.428 6.235 -23.276
H 1.496 7.512 -24.014
H 1.044 5.016 -24.734
H 2.631 5.098 -25.553
H 1.681 5.887 -27.141
H 4.005 6.768 -25.019
C 3.384 7.023 -17.920
C 2.286 7.778 -17.181
O 1.729 8.852 -17.889
O 4.522 7.883 -17.931
H 3.085 6.772 -18.940
H 3.607 6.128 -17.330
H 2.660 8.144 -16.217
H 1.528 7.050 -16.881
H 2.383 9.523 -18.089
H 5.255 7.418 -18.368
C -4.110 5.499 -20.977
C -5.457 5.796 -20.285
O -6.556 5.605 -21.141
O -3.875 6.539 -21.922
H -4.160 4.553 -21.514
H -3.425 5.458 -20.127
H -5.366 6.806 -19.872
H -5.554 5.094 -19.456
H -6.393 6.007 -21.998
H -3.757 6.143 -22.787
C -1.127 3.804 -16.123
C -2.404 4.425 -16.724
O -3.135 5.050 -15.649
O -1.468 2.581 -15.481
H -0.508 4.391 -15.434
H -0.478 3.517 -16.958
H -2.987 3.597 -17.114
H -2.165 5.154 -17.500
H -2.557 5.703 -15.248
H -1.827 2.809 -14.615
C 5.742 4.016 -19.998
C 5.472 5.413 -20.544
O 6.148 6.411 -19.784
O 7.077 3.564 -20.248
H 5.052 3.362 -20.537
H 5.611 3.971 -18.913
H 4.394 5.573 -20.548
H 5.803 5.489 -21.583
H 7.098 6.350 -19.902
H 7.633 4.042 -19.622
C 2.477 -0.846 -21.372
C 3.519 0.103 -21.915
O 3.648 -0.043 -23.338
O 2.932 -2.186 -21.574
H 1.499 -0.655 -21.827
H 2.323 -0.658 -20.306
H 4.480 -0.169 -21.471
H 3.306 1.144 -21.673
H 4.579 0.070 -23.534
H 2.215 -2.741 -21.251
*
```

These are the Löwdin partial charges, in e, on atoms 1 to 99: O 0.17; C -0.38; O 0.21; B -0.89; O 0.22; C -0.37; O 0.16; O 0.22; C -0.38; O 0.15; C -0.39; O 0.22; O 0.13; C -0.28; C -0.23; O -0.08; O -0.05; H 0.12; H 0.10; H 0.11; H 0.12; H 0.08; H 0.04; C -0.24; C -0.26; O -0.06; O -0.07; H 0.12; H 0.09; H 0.12; H 0.10; H 0.09; H 0.08; C -0.25; C -0.24; O -0.08; O -0.05; H 0.09; H 0.13; H 0.12; H 0.11; H 0.08; H 0.09; C -0.23; C -0.24; O -0.07; O -0.07; H 0.11; H 0.09; H 0.10; H 0.11; H 0.07; H 0.04; C -0.23; C -0.23; O -0.07; O -0.09; H 0.10; H 0.13; H 0.11; H 0.12; H 0.07; H 0.07; C -0.23; C -0.26; O -0.05; O -0.08; H 0.12; H 0.11; H 0.12; H 0.11; H 0.08; H 0.05; C -0.24; C -0.26; O -0.07; O -0.06; H 0.12; H 0.10; H 0.12; H 0.12; H 0.08; H 0.08; C -0.20; C -0.20; O -0.08; O -0.08; H 0.13; H 0.10; H 0.12; H 0.11; H 0.08; H 0.11; C -0.22; C -0.20; O -0.07; O -0.06; H 0.12; H 0.12

=====

Model x:
Here is a cluster of 11 separate species, C24H60BO28 in total from the OMol25 dataset. Energies are from wB97M-V/def2-TZVPD.

Results
E_HOMO   -7.7 eV
HOMO-LUMO gap   9.83 eV
LUMO   2.141 eV

Structure (ORCA input):
```
! RIJCOSX wB97M-V def2-TZVPD def2/J DEFGRID3
* xyz -1 1
O -13.532 -23.839 -7.994
C -13.782 -22.880 -7.318
O -13.925 -21.676 -7.719
B -14.217 -20.795 -6.602
O -13.942 -21.623 -5.406
C -13.894 -22.869 -5.765
O -13.907 -23.901 -5.089
O -15.613 -20.393 -6.617
C -15.685 -19.060 -6.787
O -16.679 -18.360 -6.931
C -14.250 -18.464 -6.779
O -13.374 -19.505 -6.687
O -13.979 -17.266 -6.942
C -14.430 -25.755 -1.611
C -13.856 -25.959 -0.205
O -12.439 -25.645 -0.023
O -14.087 -24.472 -2.028
H -15.441 -26.064 -1.882
H -13.812 -26.293 -2.336
H -13.887 -27.033 -0.017
H -14.533 -25.479 0.503
H -12.171 -24.880 -0.540
H -14.028 -24.521 -2.986
C -19.093 -20.667 -7.250
C -19.095 -20.341 -8.801
O -18.897 -21.463 -9.680
O -18.213 -21.849 -7.021
H -20.082 -20.910 -6.861
H -18.759 -19.784 -6.705
H -18.369 -19.648 -9.227
H -20.100 -19.915 -8.796
H -18.411 -22.044 -9.083
H -18.447 -22.272 -6.190
C -10.243 -23.648 -4.859
C -9.867 -22.797 -6.078
O -10.334 -21.497 -5.966
O -9.290 -24.691 -4.764
H -11.236 -24.091 -4.952
H -10.178 -23.202 -3.867
H -10.195 -23.237 -7.021
H -8.790 -22.628 -6.143
H -10.553 -21.094 -6.810
H -9.286 -25.160 -5.603
C -18.386 -19.397 -2.687
C -17.284 -20.077 -3.527
O -17.220 -21.453 -3.282
O -19.729 -19.719 -2.948
H -18.377 -18.307 -2.718
H -18.203 -19.687 -1.649
H -16.320 -19.662 -3.231
H -17.480 -19.921 -4.590
H -16.317 -21.753 -3.418
H -19.706 -20.650 -3.190
C -10.955 -18.279 -8.772
C -11.279 -19.682 -9.292
O -10.483 -20.016 -10.408
O -9.581 -18.220 -8.415
H -11.497 -18.129 -7.837
H -11.326 -17.418 -9.330
H -12.328 -19.965 -9.383
H -10.712 -20.390 -8.685
H -10.491 -19.242 -10.979
H -9.047 -17.535 -8.820
C -11.204 -23.598 -9.970
C -9.797 -23.520 -10.594
O -9.706 -22.412 -11.511
O -11.257 -24.689 -9.027
H -11.963 -23.594 -10.753
H -11.265 -22.674 -9.391
H -9.602 -24.526 -10.966
H -9.079 -23.385 -9.784
H -9.966 -21.649 -10.982
H -11.983 -24.468 -8.433
C -20.700 -17.715 -6.233
C -21.637 -17.432 -5.008
O -22.792 -18.228 -5.353
O -19.548 -16.967 -6.123
H -20.975 -17.402 -7.241
H -20.575 -18.795 -6.139
H -21.827 -16.363 -5.124
H -21.279 -17.588 -3.991
H -23.144 -18.685 -4.586
H -18.963 -17.126 -6.868
C -15.440 -25.495 -10.135
C -16.469 -24.419 -10.683
O -17.823 -24.452 -10.174
O -15.804 -26.772 -10.687
H -15.431 -25.435 -9.048
H -14.469 -25.337 -10.604
H -16.553 -24.359 -11.770
H -16.080 -23.441 -10.396
H -18.429 -24.942 -10.734
H -16.307 -26.688 -11.499
C -12.376 -21.025 -2.819
C -12.556 -19.522 -3.177
O -12.547 -18.618 -2.027
O -13.552 -21.377 -2.167
H -11.519 -21.193 -2.163
H -12.087 -21.581 -3.713
H -13.455 -19.510 -3.795
H -11.732 -19.211 -3.819
H -13.418 -18.488 -1.645
H -13.404 -22.297 -1.928
C -17.018 -24.815 -4.210
C -17.536 -24.951 -5.615
O -18.809 -24.329 -5.803
O -17.870 -25.555 -3.260
H -16.980 -23.817 -3.773
H -16.011 -25.170 -3.989
H -17.593 -25.894 -6.161
H -16.795 -24.401 -6.199
H -19.322 -24.774 -5.122
H -17.621 -25.264 -2.379
*
```

These are the Löwdin partial charges, in e, on atoms 1 to 99: O 0.13; C -0.37; O 0.27; B -0.87; O 0.23; C -0.34; O 0.10; O 0.23; C -0.32; O 0.13; C -0.32; O 0.16; O 0.11; C -0.25; C -0.20; O -0.07; O -0.09; H 0.11; H 0.13; H 0.11; H 0.11; H 0.07; H 0.05; C -0.17; C -0.21; O -0.08; O -0.10; H 0.11; H 0.07; H 0.11; H 0.10; H 0.05; H 0.05; C -0.22; C -0.24; O -0.06; O -0.07; H 0.11; H 0.12; H 0.11; H 0.12; H 0.06; H 0.08; C -0.23; C -0.22; O -0.06; O -0.07; H 0.12; H 0.11; H 0.12; H 0.10; H 0.07; H 0.08; C -0.22; C -0.21; O -0.08; O -0.05; H 0.10; H 0.13; H 0.13; H 0.10; H 0.10; H 0.08; C -0.24; C -0.23; O -0.08; O -0.09; H 0.12; H 0.09; H 0.12; H 0.11; H 0.02; H 0.02; C -0.27; C -0.19; O -0.08; O -0.07; H 0.13; H 0.08; H 0.11; H 0.11; H 0.08; H 0.07; C -0.19; C -0.21; O -0.07; O -0.10; H 0.11; H 0.11; H 0.11; H 0.11; H 0.08; H 0.07; C -0.26; C -0.18; O -0.07; O -0.05; H 0.12; H 0.09

=====

Stability summary - winner: model w; margin: 68.7 kcal/mol.

=====

Model w:
Here is an isolated molecule of C3H5BrO from the OMol25 dataset. Energies are from wB97M-V/def2-TZVPD.

Results
E_HOMO   -9.9 eV
HOMO-LUMO gap   10.78 eV
SMILES   C[C@]1(Br)CO1
LUMO   0.890 eV

Structure (ORCA input):
```
! RIJCOSX wB97M-V def2-TZVPD def2/J DEFGRID3
* xyz 0 1
C -0.982 0.887 -0.447
C 0.455 -0.222 -0.343
Br 0.712 -1.146 -2.003
C 0.682 -0.850 0.989
O 1.487 0.146 0.350
H -0.581 1.895 -0.313
H -1.682 0.639 0.335
H -1.465 0.899 -1.444
H 0.185 -0.467 1.876
H 1.189 -1.781 1.000
*
```

Let us look at the Löwdin charges, expressed in e, one per atom: C -0.01; C -0.90; Br 0.71; C -0.09; O -0.06; H 0.05; H 0.04; H 0.05; H 0.12; H 0.09

=====

Model x:
Here is an isolated molecule of C3H5BrO from the OMol25 dataset. Energies are from wB97M-V/def2-TZVPD.

Results
E_HOMO   -8.4 eV
HOMO-LUMO gap   9.30 eV
SMILES   CO/C=C/Br
LUMO   0.941 eV

Structure (ORCA input):
```
! RIJCOSX wB97M-V def2-TZVPD def2/J DEFGRID3
* xyz 0 1
C -0.003 0.700 -1.679
O 0.219 0.628 -0.255
C -0.210 -0.434 0.526
C 0.415 -0.526 1.839
Br -0.154 -1.807 3.139
H 0.611 0.188 -2.280
H 0.076 1.774 -1.785
H -1.058 0.431 -1.870
H -0.873 -1.189 0.122
H 0.977 0.236 2.243
*
```

Let us look at the Löwdin charges, expressed in e, one per atom: C -0.05; O -0.17; C -0.18; C -0.54; Br 0.60; H 0.04; H 0.09; H 0.10; H 0.10; H 0.00

=====

Model y:
Here is an isolated molecule of C3H5BrO from the OMol25 dataset. Energies are from wB97M-V/def2-TZVPD.

Results
E_HOMO   -9.2 eV
HOMO-LUMO gap   9.86 eV
LUMO   0.692 eV

Structure (ORCA input):
```
! RIJCOSX wB97M-V def2-TZVPD def2/J DEFGRID3
* xyz 0 1
C -0.406 -0.622 -0.236
C 0.152 1.010 0.947
C 0.896 0.038 -0.798
O 0.704 1.302 -0.301
Br 1.280 0.210 -2.697
H -0.599 -1.673 0.208
H -1.233 -0.215 -0.806
H -0.625 1.580 1.383
H 0.842 0.549 1.604
H 1.772 -0.393 -0.261
*
```

Let us look at the Löwdin charges, expressed in e, one per atom: C 0.01; C 0.01; C -0.86; O -0.24; Br 0.68; H 0.10; H 0.06; H 0.08; H 0.07; H 0.10

=====

Stability summary - winner: model x; margin: 1.2 kcal/mol.